Entry 1:
Formula: C30H31O11
Source: OMol25
Level of theory: wB97M-V/def2-TZVPD

Properties
**DFT total energy**: -54131.316 eV
**Multiplicity**: 1
**Net charge**: -1
**LUMO level**: 2.09 eV
**HOMO-LUMO gap**: 4.7 eV

XYZ file:
```
72
C30H31O11 wB97M-V/def2-TZVPD
O -1.146 0.458 0.886
H -1.984 0.336 0.400
C 3.577 0.229 -5.919
C 2.578 0.635 -5.046
C 1.341 0.901 -5.575
C 1.019 0.609 -6.873
C 1.952 0.068 -7.751
C 3.246 -0.100 -7.217
O 4.213 -0.474 -8.076
O 0.311 1.332 -4.732
H 4.501 0.194 -5.361
H 2.888 0.789 -4.023
H -0.008 0.678 -7.201
H 1.600 -0.176 -8.743
H 5.096 -0.230 -7.788
H 0.526 1.054 -3.839
C 1.894 7.733 0.044
C 1.349 8.880 -0.556
C 0.001 8.911 -0.823
C -0.826 7.858 -0.557
C -0.311 6.671 -0.112
C 1.024 6.684 0.228
O 1.522 5.510 0.675
O -0.599 10.085 -1.199
H 2.919 7.542 0.325
H 1.850 9.820 -0.737
H -1.840 7.818 -0.928
H -1.039 5.889 0.044
H 0.816 4.859 0.659
H -0.149 10.864 -0.864
C -6.188 -3.296 -1.345
C -7.124 -2.737 -2.125
C -8.479 -3.239 -2.000
C -8.808 -4.195 -1.087
C -7.826 -4.635 -0.178
C -6.493 -4.248 -0.372
O -5.656 -4.772 0.521
O -9.441 -2.544 -2.713
H -5.192 -2.883 -1.421
H -6.938 -1.918 -2.804
H -9.850 -4.408 -0.898
H -8.232 -5.291 0.578
H -4.896 -4.211 0.350
H -10.242 -2.208 -2.306
C 0.596 -0.604 7.739
C 1.399 -0.416 8.893
C 0.791 -0.425 10.150
C -0.551 -0.486 10.235
C -1.338 -0.585 9.102
C -0.755 -0.645 7.825
O -1.461 -0.863 6.689
O 1.576 -0.124 11.321
H 1.077 -0.721 6.779
H 2.462 -0.238 8.822
H -0.975 -0.305 11.212
H -2.402 -0.727 9.222
H -1.002 -0.656 5.872
H 1.238 -0.469 12.150
C 5.208 -4.881 -2.523
C 3.907 -4.743 -2.149
C 3.587 -3.948 -1.018
C 4.583 -3.260 -0.339
C 5.893 -3.414 -0.742
C 6.209 -4.229 -1.818
O 7.509 -4.508 -2.067
O 2.285 -3.880 -0.555
H 5.344 -5.479 -3.413
H 3.076 -5.235 -2.633
H 4.422 -2.725 0.585
H 6.688 -2.858 -0.267
H 7.678 -5.449 -2.156
H 1.999 -2.969 -0.453
```

Results of the Mulliken charge analysis, in e, for atoms 1 through 6: number 1, O, carries -1.10; number 2, H, carries 0.12; number 3, C, carries -0.57; number 4, C, carries -0.46; number 5, C, carries 0.35; number 6, C, carries -0.30

Entry 2:
Formula: C45H95N5O5
Source: OMol25
Level of theory: wB97M-V/def2-TZVPD

Properties
**DFT total energy**: -65882.468 eV
**SMILES**: CC1(C)CCCC(C)(C)N1O.CC1(C)CCCC(C)(C)N1O.CC1(C)CCCC(C)(C)N1O.CC1(C)CCCC(C)(C)N1O.CC1(C)CCCC(C)(C)N1O
**Multiplicity**: 1
**Net charge**: 0
**LUMO level**: 0.56 eV
**HOMO-LUMO gap**: 8.5 eV

XYZ file:
```
150
C45H95N5O5 wB97M-V/def2-TZVPD
C 1.991 0.585 7.021
C 1.939 -0.318 5.830
C 0.568 0.111 5.145
C 3.188 -0.089 5.008
C 3.387 -1.058 3.865
C 3.368 -2.442 4.441
C 2.130 -2.894 5.251
C 0.953 -3.231 4.317
C 2.597 -4.156 6.099
N 1.806 -1.762 6.216
O 0.679 -2.136 7.021
H 2.634 0.277 7.845
H 2.132 1.633 6.755
H 1.004 0.601 7.483
H 0.605 1.196 5.047
H 0.445 -0.310 4.147
H -0.435 -0.145 5.486
H 3.201 0.887 4.523
H 4.056 -0.099 5.668
H 2.724 -0.849 3.026
H 4.323 -1.015 3.308
H 4.220 -2.580 5.106
H 3.532 -3.072 3.566
H 0.824 -2.451 3.566
H -0.017 -3.329 4.804
H 1.185 -4.209 3.897
H 3.527 -4.001 6.646
H 2.777 -5.046 5.495
H 1.753 -4.309 6.772
H 1.128 -2.686 7.666
C -4.123 -0.130 4.350
C -5.523 0.139 3.900
C -6.106 -0.970 2.949
C -6.495 0.122 5.148
C -6.908 1.353 5.916
C -7.096 2.519 4.946
C -5.981 2.698 3.890
C -6.497 3.764 2.881
C -4.715 3.392 4.535
N -5.683 1.429 3.168
O -4.869 1.505 2.038
H -3.908 -1.102 4.796
H -3.475 -0.041 3.478
H -3.830 0.662 5.039
H -7.035 -0.803 2.403
H -5.377 -1.249 2.188
H -6.200 -1.918 3.477
H -7.338 -0.490 4.827
H -5.939 -0.450 5.890
H -7.714 1.109 6.609
H -6.099 1.606 6.601
H -7.036 3.327 5.675
H -8.109 2.518 4.544
H -5.784 4.337 2.288
H -7.132 4.480 3.402
H -7.068 3.272 2.093
H -3.919 3.751 3.882
H -4.308 2.627 5.195
H -5.053 4.114 5.278
H -5.503 1.704 1.346
C -5.432 3.607 -4.222
C -4.084 2.944 -3.940
C -3.911 3.018 -2.388
C -4.256 1.438 -4.260
C -4.087 1.173 -5.748
C -2.819 1.786 -6.301
C -2.673 3.303 -6.083
C -1.177 3.676 -6.388
C -3.662 3.952 -7.081
N -2.912 3.661 -4.662
O -2.681 4.982 -4.300
H -6.264 3.406 -3.547
H -5.324 4.690 -4.277
H -5.817 3.387 -5.218
H -2.835 3.009 -2.214
H -4.167 3.954 -1.891
H -4.180 2.084 -1.894
H -3.560 0.765 -3.760
H -5.209 1.134 -3.825
H -3.953 0.114 -5.968
H -4.960 1.689 -6.148
H -2.738 1.597 -7.371
H -1.992 1.242 -5.846
H -0.493 3.072 -5.792
H -1.091 4.748 -6.209
H -0.911 3.465 -7.424
H -3.959 4.974 -6.847
H -4.591 3.458 -7.367
H -3.259 3.995 -8.093
H -1.819 4.956 -3.878
C 9.698 -0.570 -3.042
C 8.254 -0.277 -3.561
C 8.080 1.227 -3.925
C 8.283 -0.917 -4.973
C 8.112 -2.379 -4.935
C 6.896 -2.774 -4.177
C 6.885 -2.324 -2.653
C 5.384 -2.579 -2.103
C 7.829 -3.091 -1.701
N 7.035 -0.804 -2.761
O 7.063 -0.135 -1.537
H 9.915 -0.115 -2.075
H 9.949 -1.630 -3.010
H 10.427 -0.137 -3.728
H 7.224 1.441 -4.565
H 7.902 1.847 -3.046
H 8.923 1.611 -4.500
H 7.623 -0.477 -5.721
H 9.202 -0.668 -5.504
H 8.119 -2.813 -5.935
H 9.026 -2.816 -4.533
H 6.798 -3.858 -4.131
H 6.005 -2.338 -4.629
H 5.177 -3.618 -1.846
H 4.629 -2.158 -2.767
H 5.396 -2.007 -1.175
H 8.177 -2.478 -0.870
H 8.779 -3.240 -2.213
H 7.349 -4.008 -1.360
H 6.650 0.672 -1.854
C -0.384 -0.415 1.127
C -1.152 -1.324 0.072
C -2.257 -2.190 0.839
C -1.963 -0.435 -0.921
C -1.125 0.218 -2.021
C -0.470 -0.894 -2.882
C 0.309 -1.991 -2.032
C 0.340 -3.308 -2.970
C 1.755 -1.337 -1.978
N -0.379 -2.291 -0.759
O 0.401 -3.147 0.068
H -1.045 0.211 1.726
H 0.102 -1.062 1.857
H 0.446 0.204 0.785
H -2.797 -2.894 0.206
H -1.789 -2.874 1.548
H -2.851 -1.638 1.568
H -2.756 -1.017 -1.390
H -2.517 0.428 -0.550
H -1.729 0.860 -2.662
H -0.323 0.720 -1.479
H 0.188 -0.322 -3.535
H -1.074 -1.472 -3.582
H -0.556 -3.833 -3.303
H 0.976 -4.041 -2.474
H 1.098 -3.127 -3.731
H 2.425 -2.146 -1.689
H 1.892 -0.498 -1.297
H 2.183 -0.926 -2.893
H -0.323 -3.699 0.374
```

Results of the Mulliken charge analysis, in e, for atoms 1 through 6: number 1, C, carries -2.01; number 2, C, carries 1.83; number 3, C, carries -1.44; number 4, C, carries -1.35; number 5, C, carries -0.20; number 6, C, carries -1.38

Entry 3:
Formula: C3H10O2S2
Source: OMol25
Level of theory: wB97M-V/def2-TZVPD

Properties
**DFT total energy**: -29037.541 eV
**SMILES**: OCCCSS.O
**Multiplicity**: 1
**Net charge**: 0
**LUMO level**: 0.30 eV
**HOMO-LUMO gap**: 9.2 eV

XYZ file:
```
17
C3H10O2S2 wB97M-V/def2-TZVPD
O 0.836 1.801 -0.339
C 0.056 1.888 0.842
C -1.107 0.932 0.577
C -0.548 -0.400 0.152
S -1.995 -1.543 0.198
S -1.588 -2.576 2.013
H 0.314 2.278 -0.965
H -0.078 2.932 1.099
H 0.574 1.417 1.693
H -1.871 1.376 -0.010
H -1.632 0.746 1.593
H 0.158 -0.724 0.939
H 0.027 -0.424 -0.828
H -1.253 -3.533 1.154
O 2.671 -1.293 -3.042
H 2.882 -2.192 -2.763
H 2.556 -0.685 -2.314
```

Results of the natural (NBO) charge analysis, in e, for atoms 1 through 6: number 1, O, carries -0.72; number 2, C, carries -0.08; number 3, C, carries -0.44; number 4, C, carries -0.54; number 5, S, carries 0.07; number 6, S, carries -0.15

- What is the HOMO-LUMO gap in the first record?
  4.7 eV

- The highest LUMO level belongs to which entry?
  C30H31O11

- net charge of number 2 (C45H95N5O5)?
  0